Entry 1:
14
Properties=species:S:1:pos:R:3 method="wB97M-V/def2-TZVPD" charge=0 e_lumo_ev="0.3 / 0.3" e_above_lowest_ev=5.599 energy_ha=-1086.18281 orbital_gap_ev="7.4 / 7.4" homo_energy_ev="-7.12 / -7.13"
C -0.677 0.133 -0.334
N 0.497 0.681 -0.183
N -2.375 1.192 0.142
H 1.409 -2.199 -0.588
S -0.917 -1.561 -0.291
C 0.549 2.123 -0.022
H 0.977 -2.125 1.255
H -0.409 2.440 0.404
Cl -3.668 0.189 -0.103
H 1.420 0.028 -0.232
H 1.456 2.284 0.611
H 0.731 2.513 -0.948
H 0.348 -3.331 0.116
C 0.659 -2.368 0.174

---

Entry 2:
78
Properties=species:S:1:pos:R:3 method="wB97M-V/def2-TZVPD" charge=-1 e_lumo_ev=1.5 energy_ha=-3576.13808 orbital_gap_ev=5.8 homo_energy_ev=-4.30
C 0.839 -1.219 -2.607
C -0.938 -2.958 -7.026
H 4.501 -2.141 1.441
H 1.433 6.525 3.976
C 3.305 -0.442 -0.246
C -0.885 1.770 2.214
H 7.708 -0.150 -1.745
C 3.035 -1.602 -2.436
H -4.088 1.353 2.856
H -4.245 -1.889 2.464
C -6.359 -1.530 2.382
H -6.592 -2.244 3.161
C 5.662 -0.250 -1.100
H 6.896 -2.759 1.555
C -4.724 -0.417 0.990
C -3.699 -1.229 -1.624
H 4.741 1.039 1.707
H -7.867 0.673 0.293
H 0.085 -0.156 -5.447
H -3.214 -1.817 -3.670
C -2.918 -1.443 -2.703
H 0.432 3.587 6.929
H -1.382 -3.800 -3.787
C 2.818 0.423 0.726
H 5.312 0.457 -1.841
I -9.351 -1.099 2.353
C 5.209 -1.706 0.747
H 1.106 4.837 2.200
C -0.445 -1.673 -6.863
C -7.076 0.108 0.767
H 4.058 -1.909 -2.575
C -3.303 -0.194 0.607
C 0.576 3.864 5.894
H -0.179 -1.075 -7.724
H -2.081 2.890 3.755
N -1.194 0.839 1.269
C -1.127 -3.200 -4.652
C -7.369 -0.807 1.767
N 1.172 -0.704 -1.395
H 3.139 2.701 3.080
C -2.517 0.589 1.443
C 2.866 1.990 2.318
C 0.958 4.566 3.238
C 2.513 -0.911 -1.281
H 1.992 -2.229 -4.253
C 4.748 -0.804 -0.208
H 0.111 1.913 5.138
C -5.756 0.298 0.387
C 0.948 5.158 5.557
I 1.223 6.577 7.063
C -2.051 2.145 2.977
Be 0.007 -0.260 0.140
N -1.545 -0.613 -1.035
N 1.514 0.774 0.886
C -1.572 -1.102 -2.304
I -1.164 -3.743 -8.947
C 7.442 -1.491 -0.090
C 0.581 3.264 3.548
C -0.457 -1.354 -3.092
C 0.392 2.242 2.481
C -5.043 -1.330 1.990
C 1.143 5.515 4.233
I 9.463 -2.010 -0.003
C 6.551 -2.053 0.811
C 0.396 2.927 4.888
H -4.758 -1.396 -1.524
C 7.007 -0.588 -1.048
C -3.061 1.371 2.527
C 1.522 1.714 1.870
Cl 0.120 -2.015 1.261
C -1.281 -3.728 -5.925
H -5.516 1.018 -0.385
C -0.640 -1.909 -4.460
C 3.671 1.147 1.635
C -2.837 -0.678 -0.606
C -0.300 -1.159 -5.583
H -1.657 -4.733 -6.055
C 1.996 -1.758 -3.283

---

Entry 3:
106
Properties=species:S:1:pos:R:3 method="wB97M-V/def2-TZVPD" charge=0 e_lumo_ev=0.5 e_above_lowest_ev=0.202 smiles=COC[C@H](C)N.COC[C@H](C)N.CC(C)O.CC(C)O.CC(C)O.CC(C)O.CC(C)O.CO.CO energy_ha=-1781.06556 orbital_gap_ev=9.6 homo_energy_ev=-9.09
H 4.021 1.060 -4.637
C 4.473 -3.092 -1.847
H 3.462 -1.529 -1.217
H -0.542 2.947 -1.805
H 0.887 -0.389 -6.033
H 2.500 0.864 1.050
H -3.190 1.134 4.006
C -3.246 0.501 4.896
C -2.720 -0.907 4.624
H -3.547 4.246 1.872
H -2.304 -5.945 0.310
C 1.849 1.035 -4.720
H 2.726 -2.618 4.751
H -0.763 0.363 -1.886
H 3.577 -4.162 2.530
H 2.400 -3.739 -2.190
O 4.327 -1.655 -1.630
H -3.561 -6.729 -1.610
H 3.600 -4.498 -3.330
H 0.635 -0.695 -4.290
C 3.176 -3.171 2.294
O 1.727 1.231 -3.300
C -1.736 3.569 2.445
H -3.317 -0.044 -1.405
H -3.530 -1.571 4.288
C -3.237 3.207 -2.281
C 3.936 -2.153 3.114
H -1.944 7.271 4.556
H -2.661 0.971 5.685
H 3.302 -0.587 -4.601
H -2.738 -5.496 -2.673
C -3.094 -5.749 -1.676
H -2.915 -1.452 6.527
H 3.902 -1.554 5.085
H -0.550 -6.902 -0.331
C -1.513 -4.127 -0.671
H -2.416 4.916 -3.205
H -0.232 0.616 -5.089
H -4.281 -0.395 0.010
H -0.989 5.551 1.980
C 3.519 0.579 0.771
H -3.915 -5.042 -1.479
C 3.217 0.419 -5.004
C -4.337 0.002 -1.004
H -0.681 -0.593 4.148
C -1.348 4.982 2.862
H 2.106 -3.179 2.473
C 5.874 -3.369 -2.372
H 2.463 1.799 -3.039
O -2.495 5.623 3.412
H -4.209 3.593 -1.986
O 4.024 -0.557 1.367
H -3.333 7.488 3.542
H 1.698 1.964 -5.276
H -0.560 -1.377 -2.161
H -3.100 5.601 -1.179
H -0.915 -0.701 -0.511
H -0.610 -3.975 -0.071
O -5.172 -0.825 -1.839
H 6.184 -2.674 -3.151
H 3.142 -2.846 -3.484
H 3.340 0.371 -6.094
H -2.078 3.072 3.361
H 3.405 -3.040 1.235
H 5.986 -4.409 -2.660
H -0.511 5.052 3.580
C -0.545 2.853 1.872
C -0.765 3.749 -2.516
C -0.376 -0.567 -1.449
N 3.694 -2.391 4.545
H -4.631 1.048 -1.022
H 4.109 1.479 1.037
H -1.416 -1.867 3.137
H 5.009 -2.319 2.959
O -0.903 -6.439 -1.094
H 3.609 0.490 -0.310
H 1.453 0.083 -1.767
H -0.252 3.369 0.952
O 1.008 -0.521 -1.155
H -2.910 2.417 -1.603
H 6.557 -3.191 -1.532
H 0.013 4.502 -2.421
H 0.288 2.903 2.574
C -2.162 4.294 -2.330
H -5.811 -0.257 -2.272
H -1.359 -3.750 -1.676
H -1.701 7.411 2.783
H -4.309 0.487 5.147
H 2.549 -0.537 2.756
C -1.994 -5.554 -0.662
C 0.712 0.069 -5.061
H -2.227 -3.504 -0.113
N -2.850 3.624 1.466
H -0.762 1.814 1.634
C 3.638 -0.717 2.717
O -2.229 -1.498 5.855
H -1.756 -0.169 2.835
H -2.475 4.167 0.676
C -2.352 7.012 3.567
H -3.292 2.761 -3.279
C 3.340 -3.629 -2.731
H 4.339 -3.463 -0.819
C -1.585 -0.909 3.619
H -0.737 3.288 -3.506
H 4.164 0.024 3.333
O -2.248 5.156 -1.180

---

Entry 4:
15
Properties=species:S:1:pos:R:3 method="wB97M-V/def2-TZVPD" charge=+1 e_lumo_ev=-4.3 e_above_lowest_ev=2.001 energy_ha=-776.33319 orbital_gap_ev=11.0 homo_energy_ev=-15.34
N 0.372 2.208 -0.030
O 1.657 -0.412 1.415
H 0.302 -2.635 -0.262
C 0.235 -1.623 -0.534
H -1.975 1.078 0.611
H 0.363 -1.345 -1.544
C -0.017 0.983 0.031
H 1.295 2.396 -0.179
S 1.374 -0.273 0.004
N -1.186 0.446 0.314
H -1.236 -1.261 1.304
C -1.361 -0.984 0.298
H -1.971 -1.604 -0.317
H -0.170 2.953 -0.109
O 2.316 0.072 -1.002

---

Entry 5:
116
Properties=species:S:1:pos:R:3 method="wB97M-V/def2-TZVPD" charge=0 e_lumo_ev=-0.2 energy_ha=-3546.49383 orbital_gap_ev=7.5 homo_energy_ev=-7.73
H 5.219 2.084 -3.247
H -0.653 3.516 -4.772
H 1.450 3.871 2.107
H 2.935 -4.168 8.740
H 2.224 -2.117 6.481
O -3.292 1.434 -5.223
H -1.255 -5.272 0.158
C -1.858 2.329 -1.048
H 3.615 2.657 -2.636
H 4.684 -1.015 7.753
H 2.160 -2.344 4.152
H -3.608 -3.263 0.847
O -4.089 3.392 3.207
C 2.902 -1.311 6.813
H 3.766 1.116 -3.515
H -2.593 4.661 4.003
H -1.461 -3.710 -0.534
H -0.678 -2.852 1.207
O -0.217 -1.337 -0.085
O -1.017 -3.716 1.454
O -2.636 3.677 -4.016
H 3.162 0.396 3.920
H -5.572 2.827 -6.341
H -3.840 -4.810 -0.145
H -2.404 3.490 -3.079
O -1.383 -2.353 -4.557
O -3.431 2.082 0.752
H 1.749 0.129 5.020
C 3.385 -0.892 -0.958
O -1.140 4.592 1.716
H 4.314 -1.165 -0.520
H -6.724 1.898 -5.494
C -0.951 1.604 -1.858
C 4.268 1.787 -2.783
C 2.431 -1.464 3.591
C -3.676 3.530 5.568
H 2.611 -1.157 -0.185
C -2.220 -3.369 -3.960
H 3.838 -3.286 -3.044
C 1.843 -3.550 -2.578
H 0.574 2.779 0.974
H 0.321 5.861 0.884
H 4.389 -0.912 5.381
C -3.556 -2.758 -3.640
O 3.445 -2.137 8.943
C -1.709 -4.284 0.349
H 4.519 -3.834 9.359
H -0.366 5.945 -4.989
H 1.616 -3.704 -5.867
H -2.256 -0.063 1.340
C -0.037 4.821 0.803
H -5.464 2.955 -4.604
H -0.478 2.164 -2.563
H 4.529 -3.197 1.813
H -3.369 -4.894 1.559
K -3.424 4.640 0.754
H 2.447 0.966 -1.310
H -4.844 0.429 -4.368
H -2.010 6.271 -4.300
C -1.528 4.162 -4.769
C -3.251 -4.321 0.647
H -2.284 -4.272 -4.552
C -0.825 -0.273 -0.298
O 4.520 1.194 -1.484
C 1.057 3.736 1.097
H -4.297 2.622 5.770
N 3.181 -1.416 -2.290
H 4.439 -2.647 7.228
H 1.953 -4.638 -2.518
N 3.520 -0.546 5.746
H 2.837 -2.695 -5.271
H 1.938 3.762 0.406
H -3.155 2.224 -4.619
H -2.239 2.949 4.095
H 3.438 0.921 0.128
H -1.896 4.259 -5.790
H -0.474 4.663 -0.134
H -0.722 5.551 -3.319
H 3.441 -3.355 -1.248
O 1.341 -3.189 -3.892
H -3.752 2.761 2.535
O 0.398 -0.342 -2.324
H -3.994 -2.408 -4.582
H 2.845 -4.356 -4.582
H -0.803 3.996 2.404
C 3.574 -3.047 2.205
C -3.080 3.622 4.161
C 3.192 -2.931 -2.246
H 1.055 -3.166 -1.927
H -0.479 -2.436 -4.157
C 3.365 0.572 -0.835
C -4.699 1.089 -5.277
H 2.814 -3.085 1.385
C 3.945 -1.778 7.699
H 2.296 -0.554 7.388
C -2.462 1.539 0.123
H -1.758 -3.672 -2.979
C -1.129 5.568 -4.312
H 3.407 -3.784 2.987
C 2.710 -0.296 4.569
C 2.219 -3.538 -4.968
H 2.271 -1.103 -2.650
H 3.153 -3.542 10.369
O -2.265 3.504 -1.336
H -2.887 3.745 6.353
C -5.690 2.259 -5.409
C 3.505 -3.446 9.343
K -0.987 0.145 -4.388
H -4.418 4.334 5.653
C -1.798 0.397 0.465
O 3.586 -1.720 2.851
C -0.370 0.334 -1.640
H -4.811 0.368 -6.102
H -3.499 -1.951 -2.938
H 1.560 -1.222 2.992
H -4.200 -3.513 -3.191

---

Entry 6:
45
Properties=species:S:1:pos:R:3 method="wB97M-V/def2-TZVPD" charge=0 e_lumo_ev="-3.5 / -3.4" e_above_lowest_ev=7.143 energy_ha=-8617.75594 orbital_gap_ev="4.3 / 4.4" homo_energy_ev="-7.74 / -7.84"
F -1.918 -0.423 3.872
C -0.890 3.417 -3.755
H 0.670 -3.683 -2.078
C -0.564 -2.015 -1.528
C -0.425 1.523 -0.446
N 0.629 2.260 3.304
C -1.044 3.055 -2.287
H -1.237 2.605 -4.392
W 0.467 0.384 2.765
F -3.480 0.815 2.747
H -0.220 -2.938 -3.408
C 0.573 -2.697 3.111
C 1.601 -1.938 -2.910
H -1.455 1.176 -0.333
C 0.012 -1.822 -0.128
H -0.805 -1.952 0.598
H -0.308 2.415 0.180
O 0.967 1.942 1.973
Se 0.443 -0.099 5.441
H 2.130 -2.463 -3.700
H -0.773 3.913 -1.666
F -3.154 -1.373 2.244
O 1.604 -2.810 3.708
H 1.334 -0.949 -3.281
O -0.585 1.680 3.511
O 0.131 -1.485 2.755
H -0.857 -1.049 -1.947
H -1.475 -2.614 -1.442
H -0.075 -3.529 2.797
H -0.364 1.012 -2.523
Se 2.488 -0.249 1.609
C -0.158 1.879 -1.888
H 1.887 0.192 -1.038
B -2.837 -0.295 2.897
H -1.475 4.306 -3.976
F -1.129 0.194 1.745
C 0.364 -2.726 -2.509
H 2.286 -1.819 -2.072
H 0.152 3.623 -3.987
Ge 0.819 0.023 0.085
Te 2.481 0.157 4.196
Te 4.618 0.012 5.789
H 0.762 -2.601 0.072
H -2.090 2.807 -2.080
H 0.897 2.140 -2.023